# 1
Here is a cluster of 2 separate species, C3H12NOS in total at a distorted geometry from the OMol25 dataset. Energies are from the ωB97M-V functional and the def2-TZVPD basis.

Its maximum force is 0.058 hartree/bohr. The multiplicity is 2. The molar mass comes out at 110.2 g mol⁻¹. As for the HOMO energy (spin up / spin down): -3.2 / -9.5 eV. Its frontier orbital gap (spin up / spin down) is 0.1370 / 0.3624 Ha. As for the net charge: 0.

```
18
Properties=species:S:1:pos:R:3:forces:R:3:mulliken_charge:R:1
C -1.473 0.100 -0.299 0.64 -2.87 0.35 -1.025
C -0.608 1.258 0.104 -0.09 1.08 -0.43 -0.661
C 0.746 1.315 -0.603 0.26 0.21 0.48 -0.588
S 1.580 2.899 -0.015 -0.40 -0.86 -0.98 -0.259
N -1.180 -1.164 0.632 0.72 2.11 -0.16 -1.989
H -1.156 -0.338 -1.248 -0.26 0.59 -0.32 0.359
H -2.554 0.182 -0.299 0.00 0.48 0.20 0.680
H -1.136 2.183 -0.186 0.04 -0.21 -0.17 0.334
H -0.465 1.434 1.166 -0.13 -0.53 0.22 0.537
H 1.483 0.556 -0.345 -0.43 -0.28 0.48 0.148
H 0.595 1.126 -1.669 0.16 0.96 -0.14 0.399
H 2.574 2.176 0.490 0.36 0.23 0.23 0.152
H -0.291 -1.647 0.351 -0.55 -0.09 -0.28 0.466
H -1.992 -1.808 0.759 0.03 -0.14 0.01 0.998
H -0.914 -0.711 1.523 -0.43 -0.60 0.52 0.691
H 1.451 -3.083 0.478 0.22 0.55 -0.64 0.350
H 2.054 -2.154 -0.708 -0.23 -0.42 0.47 0.346
O 1.287 -2.324 -0.129 0.10 -0.20 0.15 -0.938
```
Positions in Å, forces in eV/Å.

---

# 2
Here is a cluster of 10 separate species, C34H61N3O22 in total at a distorted geometry from the OMol25 dataset. Energies are from the ωB97M-V functional and the def2-TZVPD basis.

Its maximum force is 0.046 hartree/bohr. The molar mass comes out at 863.9 g mol⁻¹. As for the HOMO energy: -9.4 eV. Its frontier orbital gap is 0.3356 Ha. As for the net charge: 0. Its SMILES is C[C@H]1COC(=O)O1.C[C@H]1COC(=O)O1.C[C@H]1COC(=O)O1.C[C@H]1COC(=O)O1.C[C@H]1COC(=O)O1.C[C@H]1COC(=O)O1.CN(C)C=O.CN(C)C=O.CN(C)C=O.CO.

```
120
Properties=species:S:1:pos:R:3:forces:R:3:mulliken_charge:R:1
C 1.524 -2.808 -4.347 0.40 -1.17 0.31 -0.129
O 0.170 -2.813 -4.780 0.13 0.20 0.04 -0.518
H 1.859 -1.842 -3.973 -0.14 0.15 -0.20 0.051
H 1.657 -3.537 -3.538 -0.31 0.26 0.22 -0.107
H 2.210 -3.210 -5.099 -0.05 0.52 -0.29 0.423
H 0.142 -3.061 -5.706 -0.02 0.06 0.00 0.289
C -0.523 0.840 -5.559 -0.49 0.07 0.45 -1.313
C 0.707 1.695 -5.627 0.25 0.52 -0.68 1.766
C 2.004 0.874 -5.521 -0.82 0.86 1.34 0.143
O 2.811 1.355 -6.575 -0.20 -0.59 -0.28 -0.432
C 1.972 1.917 -7.510 0.20 0.60 0.49 0.545
O 2.250 2.036 -8.653 0.07 0.07 -0.26 -0.548
O 0.858 2.385 -6.908 0.00 -1.15 -0.20 -0.467
H -0.506 0.330 -4.590 0.12 -0.14 -0.11 0.163
H -0.546 0.091 -6.350 0.11 0.02 -0.02 0.382
H -1.454 1.405 -5.568 0.13 0.19 -0.23 0.229
H 0.715 2.525 -4.927 -0.37 -0.27 0.33 -0.840
H 1.805 -0.198 -5.525 0.19 -0.04 -0.56 0.075
H 2.382 1.117 -4.523 0.70 -0.20 -0.28 0.217
C 1.618 -6.838 -1.549 -0.59 -0.65 -0.34 -1.514
C 1.288 -5.943 -0.378 0.56 -0.06 0.06 0.480
C 2.417 -5.877 0.686 -0.52 0.25 -0.14 -0.382
O 2.867 -4.523 0.629 0.49 0.06 -0.23 -0.371
C 2.230 -3.847 -0.346 -0.50 -0.33 -0.14 0.674
O 2.480 -2.745 -0.704 0.12 0.32 0.14 -0.478
O 1.226 -4.595 -0.861 -0.03 0.13 0.22 -0.279
H 1.053 -6.537 -2.433 0.07 0.27 0.06 0.326
H 1.272 -7.863 -1.375 0.31 0.02 0.25 0.424
H 2.678 -6.854 -1.800 0.03 0.10 0.06 0.374
H 0.338 -6.225 0.074 -0.13 0.25 -0.11 0.327
H 3.208 -6.569 0.405 0.22 0.14 0.25 0.331
H 2.097 -6.015 1.715 -0.11 -0.43 -0.06 0.157
C -1.678 2.923 -1.226 -0.08 0.34 0.49 -0.867
C -2.295 1.976 -2.232 -0.93 1.36 0.47 1.694
C -3.756 1.578 -1.915 0.13 -0.55 -0.86 -0.047
O -4.541 2.171 -2.958 0.22 0.14 -0.05 -0.428
C -3.741 2.853 -3.820 -0.19 0.20 0.77 0.542
O -4.135 3.492 -4.736 -0.05 -0.11 -0.33 -0.548
O -2.460 2.782 -3.422 0.53 -0.77 -0.46 -0.369
H -0.624 3.078 -1.445 0.07 -0.16 0.17 -0.319
H -1.842 2.615 -0.188 0.36 -0.38 -0.10 0.054
H -2.147 3.910 -1.274 -0.17 -0.11 -0.29 0.570
H -1.662 1.111 -2.397 0.03 0.02 -0.41 -0.586
H -4.135 1.931 -0.960 0.11 -0.02 0.11 0.037
H -3.871 0.501 -2.036 -0.09 -0.01 0.46 0.238
C 2.466 -1.163 3.090 0.32 -0.05 -0.27 0.189
C 2.901 -0.137 4.105 -0.07 -0.89 0.75 0.294
C 1.745 0.436 4.957 1.44 0.00 -0.55 0.265
O 2.279 0.411 6.284 0.05 0.08 0.11 -0.382
C 3.406 -0.345 6.330 -0.49 0.10 -0.11 0.591
O 4.022 -0.558 7.319 0.17 -0.11 0.26 -0.559
O 3.692 -0.834 5.112 0.07 0.20 -0.26 -0.461
H 3.292 -1.760 2.697 0.25 0.28 0.07 0.560
H 1.997 -0.686 2.228 0.02 -0.07 0.29 -0.591
H 1.797 -1.883 3.563 -0.10 0.48 -0.13 -0.557
H 3.538 0.657 3.717 -0.07 -0.02 -0.22 0.438
H 0.874 -0.211 4.902 -0.29 0.30 -0.03 -0.217
H 1.629 1.467 4.639 -0.84 -0.01 0.22 0.196
C 4.363 4.985 -3.244 -0.21 -0.04 -0.24 -1.471
C 3.238 4.254 -3.982 0.33 0.04 0.54 0.744
C 1.893 4.121 -3.228 0.02 -0.26 -0.85 0.529
O 0.943 4.746 -4.106 0.37 0.00 0.50 -0.408
C 1.576 5.263 -5.178 -0.37 -0.09 -0.73 0.590
O 1.023 5.869 -6.035 0.11 0.19 0.03 -0.541
O 2.889 4.947 -5.190 -0.12 -0.11 0.57 -0.390
H 5.122 4.277 -2.915 -0.03 0.01 0.15 0.369
H 3.986 5.541 -2.386 0.06 0.08 -0.01 0.349
H 4.841 5.672 -3.940 0.01 0.05 0.05 0.358
H 3.596 3.255 -4.230 -0.09 0.07 -0.39 0.128
H 1.837 4.607 -2.257 0.18 -0.01 0.03 0.452
H 1.648 3.060 -3.171 -0.24 0.08 0.46 -0.568
C 0.825 -4.120 3.725 -0.07 -0.31 -0.34 -1.326
C -0.628 -3.718 3.627 0.33 1.19 0.10 0.590
C -1.384 -3.898 4.953 0.03 -0.16 -0.73 -0.607
O -2.188 -2.724 5.065 -0.06 0.11 0.20 -0.375
C -1.680 -1.766 4.272 0.09 -0.21 -0.66 0.277
O -2.051 -0.637 4.208 -0.14 0.23 0.36 -0.484
O -0.710 -2.266 3.484 0.17 -0.18 0.19 0.078
H 1.296 -3.671 4.598 -0.07 -0.21 0.14 0.384
H 1.414 -3.805 2.862 -0.24 -0.07 -0.11 0.116
H 0.864 -5.212 3.772 0.15 0.05 0.22 0.465
H -1.094 -4.080 2.710 -0.23 -0.46 0.29 0.297
H -0.643 -3.912 5.751 -0.22 -0.14 0.26 0.351
H -2.046 -4.758 4.966 0.08 -0.09 0.18 0.348
C -0.685 3.226 3.634 -0.32 -0.19 0.44 0.168
O 0.521 3.112 3.560 0.17 0.08 -0.19 -0.640
N -1.411 3.116 4.771 0.39 0.36 -0.03 0.230
C -2.847 3.199 4.744 -0.27 -0.46 -1.51 -0.854
C -0.779 2.925 6.052 0.09 -0.40 0.59 -1.000
H -1.335 3.421 2.764 0.13 -0.01 -0.12 0.287
H -3.258 4.129 5.133 0.06 -0.11 0.44 0.324
H -3.315 2.293 5.132 0.07 0.20 0.59 0.322
H -3.124 3.154 3.683 -0.10 0.25 0.10 0.179
H -1.213 3.609 6.784 -0.08 -0.06 0.00 0.345
H -0.923 1.894 6.392 -0.14 0.09 0.08 0.291
H 0.295 3.089 6.048 -0.01 0.18 -0.46 0.338
C -4.259 -1.550 0.414 0.23 0.18 0.36 -0.110
O -3.140 -1.528 -0.069 -0.30 0.03 -0.09 -0.455
N -4.755 -0.625 1.273 0.21 -0.79 -0.58 0.374
C -6.021 -0.832 1.929 0.01 0.59 0.82 -0.958
C -3.952 0.490 1.695 -0.19 0.68 0.14 -0.500
H -4.979 -2.359 0.214 0.00 -0.01 -0.08 0.347
H -5.872 -0.753 3.014 0.01 -0.23 -0.07 0.322
H -6.427 -1.815 1.715 -0.07 -0.02 -0.19 0.321
H -6.740 -0.041 1.699 -0.04 -0.15 -0.32 0.307
H -4.550 1.400 1.574 0.12 0.04 0.13 0.445
H -3.644 0.396 2.740 -0.05 -0.04 -0.02 0.400
H -3.061 0.585 1.083 -0.01 -0.20 -0.13 -0.431
C 0.518 -0.102 -1.452 1.11 0.66 0.87 -0.273
O 0.904 0.734 -2.257 -0.14 -0.35 -0.52 -0.724
N 0.437 0.164 -0.127 -0.62 -0.07 -0.78 0.828
C -0.244 -0.731 0.742 0.21 -0.68 2.25 0.290
C 0.948 1.377 0.459 0.58 0.36 0.10 -0.855
H 0.369 -1.173 -1.647 -0.48 0.12 -0.45 0.435
H -1.018 -0.231 1.336 -0.31 0.09 -0.55 -0.496
H 0.398 -1.080 1.569 0.02 -0.04 -0.62 -0.447
H -0.659 -1.622 0.286 -0.08 0.21 -0.48 0.562
H 1.058 2.183 -0.260 -0.16 -0.17 -0.26 -0.010
H 0.319 1.739 1.272 -0.05 -0.16 0.02 0.202
H 1.955 1.191 0.850 -0.11 0.05 0.16 0.445
```
Positions in Å, forces in eV/Å.

---

# 3
Here is a structure of composition C37H44F9LiN2O2P2SSi2 at a distorted geometry from the OMol25 dataset. Energies are from the ωB97M-V functional and the def2-TZVPD basis.

Its maximum force is 0.041 hartree/bohr. The molar mass comes out at 876.9 g mol⁻¹. As for the HOMO energy: -1.4 eV. Its frontier orbital gap is 0.2010 Ha. As for the net charge: -2.

```
100
Properties=species:S:1:pos:R:3:forces:R:3:mulliken_charge:R:1
Li 1.238 0.035 -0.642 0.03 0.03 0.06 1.084
C 0.803 3.805 -2.849 -0.08 0.05 0.17 -0.975
Si 0.098 3.693 -1.088 0.23 0.25 -0.43 0.441
C 1.292 4.761 -0.056 -0.09 -0.25 0.08 -1.021
C -1.533 4.696 -1.148 0.09 -0.18 0.07 -1.294
N -0.046 2.058 -0.677 -0.21 0.19 0.29 0.439
P -0.587 1.483 0.727 0.64 -0.39 0.81 1.762
C 0.015 0.000 1.319 -1.55 0.11 -1.44 -1.373
P -0.605 -1.428 0.627 0.42 0.37 0.88 0.696
N -0.304 -1.825 -0.910 -0.20 -0.23 0.48 0.908
Si -0.223 -3.428 -1.455 0.10 -0.28 -0.46 0.346
C 1.554 -4.090 -1.551 -0.18 0.14 -0.10 -0.880
C -1.167 -4.814 -0.536 0.04 0.31 0.13 -1.334
C -0.998 -3.531 -3.207 0.18 0.02 0.12 -1.398
C -2.382 -1.786 0.958 -0.23 0.40 -0.02 0.541
C -2.853 -1.788 2.273 -0.03 0.10 -0.08 -0.911
C -4.166 -2.120 2.555 -0.04 0.05 0.11 -0.968
C -5.045 -2.416 1.522 -0.12 0.04 -0.01 -0.586
C -4.608 -2.347 0.209 -0.11 0.00 -0.10 -0.775
C -3.286 -2.028 -0.071 0.16 -0.12 0.10 -0.225
C 0.134 -2.689 1.767 0.39 -0.08 -0.03 0.088
C 1.528 -2.585 1.865 -0.10 -0.03 -0.02 -0.050
C 2.243 -3.410 2.716 0.07 -0.05 -0.02 -0.593
C 1.586 -4.370 3.477 -0.07 -0.08 0.05 -0.697
C 0.210 -4.499 3.373 0.06 -0.02 0.05 -0.644
C -0.509 -3.661 2.527 -0.01 0.03 -0.09 -0.535
C -0.096 2.671 2.056 0.16 0.10 0.07 0.138
C 1.163 2.456 2.622 -0.01 0.03 0.01 -0.528
C 1.676 3.325 3.571 0.02 0.03 -0.03 -0.582
C 0.939 4.434 3.973 0.00 0.00 0.01 -0.613
C -0.313 4.657 3.421 -0.02 0.10 0.08 -0.761
C -0.823 3.785 2.467 0.02 -0.09 -0.04 -0.133
C -2.404 1.771 0.748 -0.24 -0.42 -0.19 0.263
C -3.145 1.840 1.926 0.06 -0.06 -0.07 -0.436
C -4.514 2.049 1.887 -0.12 -0.03 0.15 -0.807
C -5.171 2.170 0.671 -0.08 -0.07 -0.03 -0.562
C -4.452 2.055 -0.509 -0.12 -0.02 -0.10 -0.876
C -3.083 1.850 -0.467 0.17 0.06 0.14 -0.077
H 1.106 4.833 -3.071 -0.01 0.01 -0.02 0.427
H 0.088 3.496 -3.618 -0.02 -0.05 0.00 0.267
H 1.685 3.166 -2.924 0.05 0.03 -0.01 0.080
H 1.680 5.601 -0.639 -0.04 -0.02 -0.08 0.464
H 2.138 4.149 0.267 0.03 0.04 -0.03 0.093
H 0.822 5.163 0.843 0.00 -0.01 0.00 0.351
H -1.338 5.756 -1.340 0.08 0.00 -0.01 0.429
H -2.080 4.619 -0.205 0.00 0.03 -0.01 0.211
H -2.201 4.329 -1.934 0.02 -0.02 0.00 0.305
H 1.929 -4.252 -0.537 0.01 0.05 0.01 0.266
H 2.224 -3.374 -2.032 -0.01 0.01 0.03 -0.024
H 1.613 -5.043 -2.088 -0.05 -0.01 -0.01 0.422
H -0.622 -5.111 0.361 -0.01 -0.06 0.00 0.302
H -1.284 -5.697 -1.172 0.06 0.04 -0.10 0.461
H -2.162 -4.487 -0.221 0.01 -0.05 -0.03 0.330
H -0.805 -2.642 -3.809 0.00 0.00 -0.02 0.391
H -2.083 -3.644 -3.136 -0.01 0.00 0.04 0.314
H -0.604 -4.396 -3.751 -0.04 -0.03 -0.01 0.396
H -2.159 -1.546 3.070 -0.03 0.06 0.01 0.700
H -4.513 -2.141 3.583 0.02 -0.01 -0.01 0.401
H -6.074 -2.681 1.742 0.01 0.01 -0.02 0.323
H -5.300 -2.551 -0.601 0.02 0.01 0.00 0.387
H -2.915 -2.005 -1.090 -0.05 0.03 -0.02 0.228
H 2.028 -1.831 1.263 0.13 -0.02 0.12 -0.039
H 3.320 -3.307 2.794 0.00 0.04 -0.06 0.464
H 2.141 -5.019 4.146 0.03 0.01 -0.01 0.334
H -0.311 -5.255 3.951 -0.01 0.02 0.01 0.374
H -1.584 -3.773 2.469 0.06 -0.11 -0.04 0.419
H 1.715 1.580 2.298 0.02 -0.01 0.05 0.064
H 2.655 3.142 3.999 0.01 -0.01 -0.03 0.436
H 1.341 5.123 4.708 0.00 -0.02 0.02 0.316
H -0.893 5.520 3.733 -0.02 -0.01 -0.02 0.352
H -1.802 3.974 2.042 0.05 0.07 0.01 0.103
H -2.631 1.749 2.876 -0.04 -0.06 0.01 0.486
H -5.079 2.105 2.811 0.02 0.02 0.00 0.365
H -6.243 2.331 0.643 0.00 0.01 0.01 0.319
H -4.964 2.129 -1.463 0.02 0.00 0.00 0.371
H -2.493 1.781 -1.372 -0.07 -0.01 -0.04 0.062
C -0.621 0.320 -3.558 0.23 0.12 -0.01 0.284
S 1.164 0.544 -3.751 -0.46 -0.60 -0.69 0.301
C 1.461 -1.001 -4.679 -0.01 0.38 0.17 -0.715
O 1.762 0.305 -2.424 0.27 0.12 -0.19 -0.565
H -1.095 0.251 -4.539 0.04 0.01 -0.01 0.722
H -0.964 1.196 -3.011 -0.02 -0.01 0.04 -0.400
H -0.782 -0.570 -2.946 0.02 0.02 0.07 -0.529
H 0.903 -0.970 -5.615 -0.01 -0.04 0.00 0.426
H 1.160 -1.840 -4.056 -0.02 0.01 0.03 -0.209
H 2.530 -1.057 -4.876 0.01 0.04 0.02 0.375
F 4.600 0.458 -2.822 -0.10 -0.15 0.19 -0.277
C 4.708 -0.522 -1.895 0.12 -0.16 -0.23 0.214
F 6.029 -0.875 -1.916 -0.24 0.13 0.01 -0.339
F 4.033 -1.580 -2.363 0.14 0.19 0.14 -0.196
C 4.182 -0.109 -0.438 0.32 -0.03 0.07 0.666
O 2.958 -0.472 -0.181 0.48 0.13 0.02 0.132
C 5.165 -0.803 0.597 0.05 -0.05 0.15 0.383
F 6.412 -0.263 0.681 -0.22 -0.15 -0.01 -0.297
F 4.650 -0.748 1.833 0.09 -0.02 -0.15 -0.237
F 5.331 -2.113 0.307 -0.09 0.17 0.05 -0.288
C 4.416 1.446 -0.302 0.12 0.15 0.01 0.296
F 5.652 1.851 -0.725 -0.28 -0.08 0.07 -0.326
F 3.523 2.155 -0.993 0.07 -0.15 0.12 -0.150
F 4.316 1.829 0.988 0.01 -0.05 -0.17 -0.289
```
Positions in Å, forces in eV/Å.

---

Q: Which value of net charge does entry 1 give?
A: 0

---

Q: What is the net charge in the first record?
A: 0

---

Please write out number 1 again, unchanged.
Here is a cluster of 2 separate species, C3H12NOS in total at a distorted geometry from the OMol25 dataset. Energies are from the ωB97M-V functional and the def2-TZVPD basis.

Its maximum force is 0.058 hartree/bohr. The multiplicity is 2. The molar mass comes out at 110.2 g mol⁻¹. As for the HOMO energy (spin up / spin down): -3.2 / -9.5 eV. Its frontier orbital gap (spin up / spin down) is 0.1370 / 0.3624 Ha. As for the net charge: 0.

```
18
Properties=species:S:1:pos:R:3:forces:R:3:mulliken_charge:R:1
C -1.473 0.100 -0.299 0.64 -2.87 0.35 -1.025
C -0.608 1.258 0.104 -0.09 1.08 -0.43 -0.661
C 0.746 1.315 -0.603 0.26 0.21 0.48 -0.588
S 1.580 2.899 -0.015 -0.40 -0.86 -0.98 -0.259
N -1.180 -1.164 0.632 0.72 2.11 -0.16 -1.989
H -1.156 -0.338 -1.248 -0.26 0.59 -0.32 0.359
H -2.554 0.182 -0.299 0.00 0.48 0.20 0.680
H -1.136 2.183 -0.186 0.04 -0.21 -0.17 0.334
H -0.465 1.434 1.166 -0.13 -0.53 0.22 0.537
H 1.483 0.556 -0.345 -0.43 -0.28 0.48 0.148
H 0.595 1.126 -1.669 0.16 0.96 -0.14 0.399
H 2.574 2.176 0.490 0.36 0.23 0.23 0.152
H -0.291 -1.647 0.351 -0.55 -0.09 -0.28 0.466
H -1.992 -1.808 0.759 0.03 -0.14 0.01 0.998
H -0.914 -0.711 1.523 -0.43 -0.60 0.52 0.691
H 1.451 -3.083 0.478 0.22 0.55 -0.64 0.350
H 2.054 -2.154 -0.708 -0.23 -0.42 0.47 0.346
O 1.287 -2.324 -0.129 0.10 -0.20 0.15 -0.938
```
Positions in Å, forces in eV/Å.

---

Q: The lowest net charge belongs to which entry?
A: C37H44F9LiN2O2P2SSi2